Computed, not measured: a single H2N2OS molecule, with wB97M-V/def2-TZVPD.

Element x y z (Å)
O: 1.7787 0.0900 -0.1017
N: 0.4521 0.4695 0.0884
N: -0.3865 -0.4753 -0.1884
S: -1.9414 0.0799 -0.0775
H: 2.3903 0.8586 -0.0972
H: -2.2932 -1.0227 0.3763

As for the gap between HOMO and LUMO: 9.80 eV. Its LUMO energy is 0.47 eV. The spin multiplicity is 1. As for the max |F|: 5.71 eV/A. As for the SMILES: O/N=N/S.

***

Computed, not measured: 2 unconnected molecules or ions with the total composition C5H14, with wB97M-V/def2-TZVPD.

Element x y z (Å)
C: 1.4232 -0.5633 0.9520
C: 0.9567 0.8509 1.2920
C: 1.7835 1.9837 0.7094
H: 1.6392 -0.5932 -0.1199
H: 2.3543 -0.8812 1.4352
H: 0.6562 -1.2925 1.1657
H: -0.0671 0.9207 0.9355
H: 0.8663 0.9327 2.3697
H: 1.5152 2.1559 -0.3364
H: 1.5539 2.9141 1.2200
H: 2.8424 1.7496 0.6729
C: -1.7074 -1.5229 -1.8162
C: -2.2020 -0.5579 -0.7535
H: -1.7340 -2.5666 -1.5053
H: -2.3047 -1.4571 -2.7149
H: -0.6769 -1.2876 -2.0838
H: -1.7432 0.4195 -0.9444
H: -1.8716 -0.6997 0.2739
H: -3.2840 -0.5053 -0.7516

As for the gap between HOMO and LUMO: 12.39 eV. Its LUMO energy is 1.13 eV. The spin multiplicity is 1. As for the max |F|: 0.97 eV/A. As for the SMILES: CCC.CC.

***

Computed, not measured: a single C21H21N3O7S molecule, with wB97M-V/def2-TZVPD.

Element x y z (Å)
C: -5.9819 -2.8261 0.8725
C: -4.6470 -2.0492 1.1810
O: -3.9392 -2.2412 2.0945
N: -4.5295 -1.0035 0.3277
C: -3.5459 -0.1913 0.2429
C: -3.6010 0.8581 -0.5688
C: -2.6519 1.7871 -0.4699
C: -1.6261 1.9478 0.2372
S: -0.2932 2.9847 0.1982
O: -0.8390 4.4363 -0.2551
O: 0.2699 3.2366 1.4870
N: 0.8220 2.6078 -0.5681
C: 0.6446 2.5273 -2.0341
C: 0.1791 1.2578 -2.4955
C: 1.2307 0.1530 -2.5142
O: 2.2910 0.4613 -1.9162
O: 0.7907 -0.9435 -2.6509
C: 1.5865 -2.1280 -2.3044
C: 1.5920 -2.6783 -1.0540
N: 2.1877 -2.0327 -0.0929
C: 3.5363 -1.8812 0.2744
O: 4.1009 -3.0092 0.0722
C: 3.8434 -0.9432 1.2694
C: 4.9764 -0.4772 1.8288
C: 4.9374 0.5560 2.5088
C: 3.8826 1.4390 2.7165
C: 2.6583 0.9552 1.9884
C: 2.6456 -0.1470 1.2704
C: 1.6680 -0.4855 0.4623
O: 0.5328 -0.2914 0.0164
C: -1.6865 1.0272 1.2883
C: -2.5732 -0.0197 1.3971
H: -6.8887 -2.1426 0.7879
H: -6.1326 -3.6174 1.4199
H: -5.7403 -3.1459 -0.3252
H: -5.3731 -0.7848 -0.3549
H: -4.2735 1.0204 -1.4979
H: -2.4057 2.5283 -1.3623
H: 1.4645 1.7146 -0.2646
H: 1.7294 2.9412 -2.6753
H: 0.0274 3.2446 -2.2974
H: -0.1455 1.3189 -3.7468
H: -0.5202 0.8140 -2.0800
H: 2.6872 -1.7232 -2.9143
H: 1.2784 -3.0836 -3.1602
H: 1.8291 -3.6171 -0.7371
H: 0.3515 -2.7932 -0.7475
H: 5.9136 -1.3031 1.9802
H: 5.7449 0.9855 3.2733
H: 3.8664 2.3486 3.2987
H: 1.8194 1.7568 2.3211
H: -0.9943 1.1578 2.0584
H: -2.6993 -0.5063 2.2142

As for the gap between HOMO and LUMO: 7.20 eV. Its LUMO energy is -1.55 eV. The spin multiplicity is 1. As for the max |F|: 17.57 eV/A. As for the SMILES: CC(=O)Nc1ccc(S(=O)(=O)NCCC(=O)OCCN2C(=O)c3ccccc3C2=O)cc1.

***

Computed, not measured: a molecular structure, C16H60B3F3HgN2O8S, with wB97M-V/def2-TZVPD.

Element x y z (Å)
Hg: 6.1670 -33.6323 -29.5745
N: 7.8063 -32.6928 -33.4210
H: 8.5840 -32.1201 -33.7329
H: 6.9100 -32.2219 -33.1497
H: 8.0542 -33.2740 -32.5964
H: 7.6823 -33.3949 -34.1533
N: 2.5505 -34.2428 -32.0093
H: 3.4509 -34.6632 -31.6532
H: 2.6649 -33.2217 -31.9555
H: 1.7989 -34.4641 -31.3399
H: 2.3804 -34.5269 -33.0050
B: 4.2745 -33.5257 -28.0328
H: 4.0893 -34.2831 -28.9203
H: 4.2268 -32.4272 -28.4468
H: 3.5949 -33.6586 -27.0942
H: 5.4095 -33.7468 -27.6686
B: 5.1862 -35.5442 -31.2919
H: 5.1395 -36.0209 -30.2093
H: 5.1271 -34.3715 -31.2405
H: 6.2493 -35.8375 -31.7044
H: 4.3493 -36.0290 -31.9516
B: 8.2045 -33.3064 -30.8298
H: 7.6974 -32.3285 -30.3884
H: 7.4735 -33.8433 -31.5895
H: 9.1212 -32.9110 -31.4554
H: 8.6467 -34.0471 -30.0221
C: 4.5538 -29.2975 -31.6235
F: 4.5009 -29.1141 -30.3085
F: 3.4804 -28.7658 -32.1725
F: 5.6788 -28.7261 -32.0510
S: 4.6509 -31.1500 -32.0025
O: 3.2778 -31.5423 -32.3185
O: 5.6004 -31.2406 -33.1112
O: 5.1099 -31.8804 -30.8504
C: -0.0420 -31.8983 -30.3143
C: -0.6585 -33.3023 -30.3246
C: -1.5242 -33.6783 -31.4999
O: 0.3924 -34.2819 -30.1691
H: 0.7432 -31.7498 -31.0588
H: 0.3857 -31.7213 -29.3298
H: -0.8149 -31.1727 -30.5784
H: -1.2441 -33.3617 -29.4007
H: -0.9411 -33.5488 -32.4126
H: -2.4786 -33.1551 -31.5315
H: -1.8255 -34.7150 -31.3337
H: 0.5251 -34.4652 -29.2353
C: 7.0464 -29.8577 -26.4512
C: 7.3895 -30.3932 -27.8206
C: 8.8238 -30.8356 -27.9381
O: 6.5501 -31.4857 -28.1928
H: 5.9643 -29.7881 -26.2898
H: 7.3818 -28.8236 -26.3462
H: 7.4279 -30.4400 -25.6104
H: 7.2265 -29.5716 -28.5318
H: 9.1467 -31.0751 -28.9554
H: 9.0115 -31.7632 -27.3922
H: 9.5427 -30.0653 -27.6483
H: 5.7653 -31.5117 -27.6295
C: 1.8356 -29.7114 -25.2336
C: 2.0280 -30.7701 -26.3118
C: 2.1866 -30.2195 -27.7167
O: 3.2079 -31.4732 -25.9432
H: 2.6567 -28.9935 -25.3885
H: 1.9460 -30.1371 -24.2428
H: 1.0007 -29.0386 -25.4368
H: 1.1274 -31.3965 -26.2203
H: 3.0226 -29.5138 -27.7454
H: 1.3472 -29.6148 -28.0765
H: 2.3742 -31.0050 -28.4483
H: 3.3837 -32.1483 -26.6298
C: 2.2589 -34.0926 -36.9070
C: 2.4647 -33.6818 -35.4577
C: 1.5954 -32.4854 -35.0606
O: 2.1003 -34.7996 -34.6236
H: 2.9242 -34.9184 -37.1692
H: 2.5508 -33.2615 -37.5584
H: 1.2666 -34.3742 -37.2656
H: 3.5228 -33.4674 -35.3244
H: 1.5475 -31.7014 -35.8186
H: 2.0442 -32.0236 -34.1775
H: 0.5567 -32.7486 -34.8520
H: 1.1632 -34.9672 -34.7770
C: 5.6106 -27.8992 -35.5015
C: 4.6652 -29.0029 -35.9611
C: 4.4892 -29.0023 -37.4863
O: 5.4329 -30.2279 -35.7884
H: 6.4984 -27.9651 -36.1246
H: 5.8480 -27.8346 -34.4420
H: 5.1252 -26.9296 -35.6855
H: 3.6773 -29.1056 -35.5105
H: 3.8968 -29.8856 -37.7336
H: 5.4170 -29.1392 -38.0384
H: 3.9518 -28.1066 -37.8046
H: 5.3327 -30.5799 -34.8915

As for the gap between HOMO and LUMO: 9.40 eV. Its LUMO energy is 0.03 eV. The spin multiplicity is 1. As for the max |F|: 2.69 eV/A.

***

Computed, not measured: a single C2HClO2S molecule, with wB97M-V/def2-TZVPD.

Element x y z (Å)
C: 0.2552 -0.2314 0.1610
C: -1.1681 0.3801 -0.0063
O: -1.3907 1.5697 -0.1965
O: 2.7862 -0.2365 0.0967
S: 1.6629 0.6837 -0.1037
Cl: -2.4588 -0.7767 -0.0695
H: 0.3133 -1.3890 0.1184

As for the gap between HOMO and LUMO (alpha / beta): 8.42 / 8.41 eV. Its LUMO energy (alpha / beta) is -1.92 / -1.92 eV. The spin multiplicity is 1. As for the max |F|: 3.53 eV/A.

***

Computed, not measured: 2 unconnected molecules or ions with the total composition C2H7N2S, with wB97M-V/def2-TZVPD.

Element x y z (Å)
C: 1.5411 1.5787 0.6152
S: 2.1776 0.5120 -0.7143
H: 1.3975 0.9072 1.4681
H: 0.5511 1.8965 0.2742
H: 2.1020 2.5345 0.6948
N: -0.3689 -1.3807 -1.0097
C: -1.2691 -0.7949 -0.1865
N: -2.5016 -1.2636 -0.1064
H: -0.4013 -2.4375 -1.1194
H: 0.5880 -0.9800 -0.8370
H: -0.8433 0.1066 0.3278
H: -2.9732 -0.6787 0.5932

As for the charge: -1. As for the gap between HOMO and LUMO: 6.88 eV. Its LUMO energy is 4.25 eV. The spin multiplicity is 1. As for the max |F|: 2.34 eV/A.

***

Computed, not measured: 7 unconnected molecules or ions with the total composition C24H60F8N6O18PS8, with wB97M-V/def2-TZVPD.

Element x y z (Å)
C: 1.6174 2.8001 -2.5314
C: 2.5263 2.6488 -1.3046
C: 3.9185 3.1951 -1.5007
O: 4.7800 2.7637 -0.4627
C: 5.8442 3.6723 -0.2187
N: 1.8309 3.3427 -0.1840
H: 0.9769 2.8289 0.0819
H: 2.3454 3.4079 0.7080
H: 1.5405 4.3042 -0.4408
H: 1.4331 3.8554 -2.7406
H: 0.6859 2.2760 -2.3233
H: 2.0715 2.3856 -3.4303
H: 2.6767 1.5826 -1.1260
H: 3.8848 4.2900 -1.4581
H: 4.3206 2.9583 -2.4897
H: 5.4618 4.6899 -0.1194
H: 6.6001 3.6932 -1.0133
H: 6.3153 3.3040 0.6891
C: 0.3600 2.4551 5.6874
C: 0.0591 1.6302 4.4690
C: -1.3090 0.9348 4.5387
O: -2.3703 1.8251 4.6846
C: -3.2093 1.9824 3.5358
N: 0.1760 2.4392 3.1899
H: 1.1899 2.6239 3.0371
H: -0.1409 1.9476 2.3416
H: -0.1930 3.3936 3.3369
H: 0.4762 1.8661 6.5990
H: -0.4478 3.1397 5.9621
H: 1.2502 3.0795 5.6068
H: 0.8573 0.8886 4.3753
H: -1.2706 0.2995 5.4285
H: -1.4738 0.2718 3.6801
H: -4.0176 2.6620 3.7718
H: -3.5606 0.9797 3.2753
H: -2.6200 2.3830 2.7117
C: 1.8512 -3.6678 0.9438
C: 1.0406 -4.8185 0.3350
C: -0.4748 -4.6639 0.6191
C: -1.2614 -3.8433 -0.4254
P: -1.5527 -4.3436 -2.1106
C: -2.7300 -3.1521 -2.7920
C: -4.2228 -3.4150 -2.4579
C: -5.0363 -2.1520 -2.2404
C: -6.4197 -2.5390 -1.6951
C: -1.9566 -6.0887 -2.2240
C: -2.3302 -6.6749 -3.6058
C: -2.6534 -8.1507 -3.7112
C: -1.7650 -9.0071 -2.7811
C: -0.0799 -4.1960 -3.1700
C: 0.5098 -2.7806 -3.0682
C: 1.3200 -2.3601 -4.2944
C: 2.6084 -3.1834 -4.4581
H: 1.5500 -3.5257 1.9822
H: 1.6933 -2.7604 0.3670
H: 2.9023 -3.9478 1.0124
H: 1.3444 -5.7855 0.7375
H: 1.1518 -4.8594 -0.7527
H: -0.6231 -4.2069 1.5992
H: -0.9349 -5.6447 0.7850
H: -0.7190 -2.8971 -0.5482
H: -2.1973 -3.6203 0.0934
H: -2.5669 -3.1954 -3.8727
H: -2.4683 -2.1520 -2.4397
H: -4.1736 -3.8869 -1.4664
H: -4.6819 -4.0669 -3.1977
H: -5.1269 -1.6636 -3.2154
H: -4.5593 -1.4376 -1.5693
H: -6.3840 -2.7460 -0.6233
H: -6.8544 -3.4586 -2.0946
H: -7.1215 -1.7305 -1.8948
H: -2.9111 -6.1488 -1.6661
H: -1.3024 -6.6535 -1.5601
H: -1.3631 -6.5215 -4.1170
H: -2.9437 -5.9796 -4.1812
H: -2.6886 -8.5651 -4.7175
H: -3.6842 -8.2857 -3.3606
H: -0.7242 -8.6922 -2.8602
H: -1.8234 -10.0750 -2.9815
H: -2.1576 -8.8653 -1.7737
H: -0.4120 -4.3711 -4.1995
H: 0.6488 -4.9952 -3.0199
H: 1.2059 -2.6308 -2.2410
H: -0.3521 -2.1363 -2.9018
H: 1.5343 -1.2897 -4.2460
H: 0.7563 -2.3721 -5.2351
H: 3.0283 -3.1221 -5.4607
H: 2.5014 -4.2276 -4.1640
H: 3.3777 -2.7652 -3.8034
N: 2.9955 2.8705 2.8812
S: 3.8780 3.5311 4.0091
O: 4.9626 4.3180 3.4831
O: 3.9436 2.8572 5.2841
F: 2.8217 4.6908 4.3738
S: 3.9424 1.4722 2.7482
O: 3.4884 0.3920 3.5586
O: 5.3346 1.6931 2.5510
F: 3.4309 1.0010 1.3214
N: -0.4982 1.3298 0.6532
S: -1.8788 1.6235 -0.2587
O: -3.0760 0.9132 0.0741
O: -1.5589 1.8866 -1.6270
F: -2.1126 3.0573 0.3527
S: -0.4921 -0.2129 0.3852
O: -0.3722 -0.6360 -0.9841
O: -1.1624 -1.0871 1.2908
F: 0.9917 -0.4231 1.0315
N: 1.4572 6.2206 -0.7663
S: 0.0849 6.3388 -1.6781
O: 0.0513 5.7882 -2.9987
O: -0.7235 7.4770 -1.3854
F: -0.6453 5.2012 -0.8018
S: 2.5238 6.9418 -1.5891
O: 2.4702 8.3708 -1.5037
O: 2.8773 6.3779 -2.8651
F: 3.8248 6.5415 -0.7391
N: -0.1745 5.4509 4.1618
S: -0.4182 6.1701 5.6626
O: -1.1037 5.4352 6.6858
O: -0.6730 7.5786 5.6181
F: 1.0911 6.1213 6.1806
S: -1.6312 5.6193 3.5929
O: -1.9918 6.9363 3.1878
O: -2.6473 4.8254 4.2438
F: -1.3637 4.8458 2.2222

As for the charge: -1. As for the gap between HOMO and LUMO: 7.46 eV. Its LUMO energy is 0.65 eV. The spin multiplicity is 1. As for the max |F|: 6.38 eV/A.

***

Computed, not measured: a gas-phase ion, C4H6F3N2S (charge +1), with wB97M-V/def2-TZVPD.

Element x y z (Å)
C: -1.3215 -0.0627 -0.0739
C: 0.2398 1.2333 1.2892
C: 1.1818 -1.2891 0.2983
C: 1.8715 -0.4392 -0.7539
N: -0.9511 0.9149 0.7519
N: -2.5670 -0.1675 -0.6669
F: 2.3712 -1.2065 -1.6944
F: 0.9875 0.3562 -1.4199
F: 2.8380 0.2868 -0.2470
S: -0.4397 -1.5567 -0.0559
H: 0.2037 1.6548 2.3125
H: 1.0550 1.0972 0.6682
H: 1.7114 -2.1039 0.5844
H: -1.6497 1.4994 1.2488
H: -2.8851 0.7344 -0.9560
H: -2.6459 -0.9514 -1.2854

As for the charge: +1. As for the gap between HOMO and LUMO (alpha / beta): 7.82 / 7.46 eV. Its LUMO energy (alpha / beta) is -5.46 / -5.49 eV. The spin multiplicity is 1. As for the max |F|: 4.47 eV/A.

***

Computed, not measured: a molecular structure, C32H44N4P2PbSi, with wB97M-V/def2-TZVPD.

Element x y z (Å)
Pb: -0.3399 -2.9065 -1.2609
C: -0.7596 2.9841 -0.5987
C: -1.3895 2.3284 -1.5736
C: -1.0320 2.0387 -3.0066
C: 0.0712 0.9946 -3.2417
C: 1.4557 1.5800 -3.0005
C: 1.8470 2.7456 -2.4513
C: 1.0489 3.9532 -2.0693
C: 0.4415 3.8840 -0.6381
C: 1.6655 -2.2511 -0.6634
H: -1.1812 2.9447 0.4069
H: -2.2422 1.7107 -1.2697
H: -0.8721 2.9641 -3.5680
H: -1.9626 1.5993 -3.3711
H: -0.1435 0.1240 -2.5696
H: 0.0248 0.6038 -4.2878
H: 2.2236 0.8801 -3.3434
H: 2.9202 2.9177 -2.2878
H: 0.2737 4.1938 -2.8126
H: 1.7743 4.7867 -2.0754
H: 1.2000 3.6514 0.1391
H: 0.0579 4.8808 -0.3652
H: 1.6008 -2.0957 0.4131
H: 2.2489 -1.4783 -1.1546
H: 2.0856 -3.2377 -0.8419
P: 1.3136 -1.3175 -7.2230
P: -2.0552 -0.8953 -7.1525
N: 2.6187 -0.1768 -7.3673
N: 2.0878 -2.5652 -8.3205
N: -2.0689 0.8763 -7.3732
N: -3.6481 -1.2134 -7.8661
C: 0.3186 -0.5193 -8.5691
C: -1.0721 -1.1826 -8.7145
C: 3.5103 0.1317 -6.3328
C: 4.4856 0.9923 -6.8333
C: 4.1969 1.2012 -8.2332
C: 3.0549 0.4638 -8.5382
C: 2.4258 -3.8495 -7.8860
C: 2.8080 -4.6217 -8.9798
C: 2.6971 -3.7849 -10.1361
C: 2.2851 -2.5291 -9.7006
C: -1.6438 1.7678 -6.3762
C: -1.6068 3.0508 -6.8977
C: -1.9748 2.9645 -8.2724
C: -2.1867 1.6237 -8.5535
C: -4.4819 -0.5282 -8.7574
C: -5.5646 -1.3358 -9.0845
C: -5.3941 -2.5790 -8.3857
C: -4.2168 -2.4869 -7.6648
H: 0.8124 -0.5439 -9.5539
H: 0.2222 0.5462 -8.2985
H: -1.5931 -0.7730 -9.6041
H: -0.9555 -2.2752 -8.8591
H: 3.3735 -0.2936 -5.3411
H: 5.3100 1.4236 -6.2863
H: 4.7450 1.7963 -8.9524
H: 2.5078 0.3727 -9.4681
H: 2.3818 -4.0801 -6.8330
H: 3.1393 -5.6517 -8.9587
H: 2.9046 -4.0561 -11.1603
H: 2.1393 -1.6294 -10.2780
H: -1.4528 1.3823 -5.3820
H: -1.3542 3.9692 -6.3518
H: -2.1165 3.7960 -8.9659
H: -2.4204 1.1528 -9.5067
H: -4.2544 0.4793 -9.0888
H: -6.3892 -1.0816 -9.7513
H: -6.0689 -3.4357 -8.4116
H: -3.7047 -3.1975 -7.0293
C: -1.9110 0.0202 4.0991
Si: -0.2614 -0.8178 3.7245
C: 1.2882 0.2053 4.0745
C: -0.0824 -2.0309 5.1495
C: -0.4277 -1.4803 1.9922
C: -0.6740 -1.9847 0.8746
H: -2.1449 0.0016 5.1744
H: -2.6829 -0.5580 3.5718
H: -1.9538 1.0574 3.7464
H: 1.4750 0.2464 5.1547
H: 2.1692 -0.2635 3.6225
H: 1.2214 1.2361 3.7208
H: -0.8060 -2.8437 5.0687
H: 0.9241 -2.4567 5.2049
H: -0.2622 -1.5174 6.1027

As for the charge: +2. As for the gap between HOMO and LUMO (alpha / beta): 2.72 / 3.09 eV. Its LUMO energy (alpha / beta) is -9.31 / -8.94 eV. The spin multiplicity is 1. As for the max |F|: 3.45 eV/A.

***

Computed, not measured: a molecular structure, C19H31AsIrN5OPS4, with wB97M-V/def2-TZVPD.

Element x y z (Å)
Ir: 2.2510 -1.1490 -0.0097
S: 4.2684 -3.7294 3.3871
As: 2.4382 -3.0249 2.6023
S: 2.4647 -0.8252 2.3174
S: 2.1739 -3.6236 0.4899
S: 0.7909 -3.6474 3.7839
N: 2.1615 -1.4297 -7.4010
C: 2.0561 -1.4657 -6.2573
C: 1.9425 -1.4895 -4.8450
C: 2.5104 -2.5092 -4.0741
C: 2.3908 -2.4753 -2.7064
N: 1.7661 -1.4895 -2.0357
C: 1.2149 -0.5149 -2.7795
C: 1.2660 -0.4806 -4.1512
H: 3.0277 -3.3291 -4.5520
H: 2.7974 -3.2679 -2.0909
H: 0.7004 0.2590 -2.2240
H: 0.7708 0.3106 -4.6969
C: 4.3062 -1.0231 -0.4051
H: 4.4935 -1.0689 -1.4838
H: 4.8091 -1.8631 0.0750
H: 4.7227 -0.0978 -0.0049
O: 0.5721 0.6227 -0.0209
P: -0.7012 0.8667 0.7185
N: -1.4051 -0.5111 1.2390
C: -2.6444 -0.5516 2.0278
C: -3.3312 -1.8401 1.5772
C: -2.1491 -2.7418 1.2060
C: -1.1871 -1.7823 0.5237
N: -0.6030 1.8595 2.0583
C: 0.2214 3.0739 1.8820
C: 1.3415 2.9339 2.9077
C: 0.6311 2.2455 4.0712
C: -0.2797 1.2392 3.3695
N: -1.8432 1.6597 -0.2561
C: -1.4840 2.9344 -0.9027
C: -2.3598 3.0164 -2.1692
C: -3.3421 1.8491 -2.0256
C: -2.5121 0.8287 -1.2623
H: -3.2437 0.3469 1.8610
H: -2.3984 -0.6216 3.0909
H: -3.9625 -1.6556 0.7023
H: -3.9452 -2.2712 2.3672
H: -2.4341 -3.5657 0.5530
H: -1.6820 -3.1541 2.1024
H: -1.4132 -1.6909 -0.5475
H: -0.1512 -2.1107 0.6200
H: -0.3841 3.9651 2.0845
H: 0.6176 3.1381 0.8692
H: 1.7840 3.8935 3.1754
H: 2.1165 2.2757 2.5084
H: 0.0359 2.9755 4.6264
H: 1.3200 1.7565 4.7575
H: -1.1972 1.0623 3.9334
H: 0.2339 0.2845 3.2374
H: -0.4239 2.9732 -1.1757
H: -1.6946 3.7570 -0.2177
H: -1.7461 2.8802 -3.0610
H: -2.8649 3.9779 -2.2505
H: -3.7007 1.4709 -2.9824
H: -4.1952 2.1508 -1.4159
H: -1.8024 0.3319 -1.9436
H: -3.1155 0.0611 -0.7770

As for the charge: -1. As for the gap between HOMO and LUMO: 4.59 eV. Its LUMO energy is 1.01 eV. The spin multiplicity is 1. As for the max |F|: 2.56 eV/A.